# 1
Below is a 2-piece molecular cluster, C3H10NS overall, with properties calculated with ωB97M-V/def2-TZVPD.

**Frontier orbital gap**: 6.4360 eV
**Energy above the lowest of the compared OMol25 structures with the same formula, charge and spin**: 72.5 kJ/mol
**E_HOMO**: -2.35 eV
**Net charge**: -1

Last column: natural (NBO) charge in e.
Atoms and positions in Å:
C -0.642 3.008 1.308  -0.7322
S 0.179 1.522 0.641  -0.7542
H 0.099 3.655 1.784  0.1687
H -1.083 3.570 0.492  0.1714
H -1.406 2.833 2.059  0.1665
C 0.977 -2.968 -1.030  -0.6094
C 0.191 -1.692 -1.314  -0.2235
N -0.915 -1.543 -0.345  -0.8703
H 1.945 -2.933 -1.557  0.1853
H 1.175 -3.051 0.038  0.2078
H 0.459 -3.810 -1.469  0.1910
H 0.798 -0.781 -1.316  0.1955
H -0.279 -1.820 -2.296  0.1584
H -0.590 -0.958 0.430  0.3922
H -1.564 -0.881 -0.771  0.3529



# 2
Below is C20H30InO32S7 as an isolated structure, with properties calculated with ωB97M-V/def2-TZVPD.

**Frontier orbital gap**: 4.5654 eV
**Energy above the lowest of the compared OMol25 structures with the same formula, charge and spin**: 888.1 kJ/mol
**E_HOMO**: -12.35 eV
**Net charge**: +1

Last column: Löwdin charge in e.
Atoms and positions in Å:
In -0.975 -2.278 9.229  0.9928
C -0.878 -1.167 1.477  0.1909
C -0.794 -0.966 2.925  -0.2363
C 0.205 0.175 3.427  -0.3027
O 0.560 0.152 4.570  0.1467
C 0.679 1.148 2.431  0.1632
C 0.568 0.965 1.113  -0.2725
C -0.392 -0.187 0.639  -0.3128
O -0.678 -0.261 -0.580  0.1217
O 1.134 1.870 0.362  0.1115
O -1.184 -1.792 3.799  0.0909
H -1.581 -1.845 1.016  0.1528
H 1.262 1.964 2.831  0.1529
C -6.630 0.701 -3.089  -0.2399
C -6.135 0.487 -4.462  -0.2023
O -7.320 -0.003 -5.135  -0.1874
S -7.888 -1.220 -4.077  0.7985
O -6.901 -2.359 -4.135  -0.2854
O -9.301 -1.476 -4.035  -0.2222
O -7.574 -0.294 -2.686  -0.2048
H -7.236 1.605 -3.033  0.1350
H -5.822 0.611 -2.363  0.1347
H -5.345 -0.252 -4.332  0.1278
H -5.890 1.509 -4.751  0.1460
C -2.595 6.460 0.673  -0.1749
C -1.755 7.415 1.574  -0.1866
O -2.430 8.651 1.478  -0.2116
S -4.061 8.476 1.386  0.7488
O -4.622 9.387 0.402  -0.2307
O -4.623 8.449 2.746  -0.2504
O -3.927 6.958 0.681  -0.1970
H -2.426 5.396 0.840  0.1266
H -2.088 6.663 -0.270  0.1213
H -0.723 7.666 1.331  0.1350
H -1.719 7.102 2.617  0.1196
C 5.628 -2.910 3.213  -0.1688
C 5.999 -1.511 3.585  -0.2183
O 5.989 -1.414 4.962  -0.1876
S 5.534 -2.827 5.700  0.7117
O 4.460 -2.853 6.644  -0.2309
O 6.722 -3.661 5.976  -0.2415
O 4.874 -3.354 4.336  -0.2083
H 6.491 -3.564 3.090  0.1340
H 5.011 -3.041 2.324  0.1382
H 5.432 -0.727 3.083  0.1338
H 7.053 -1.354 3.360  0.1384
C 1.449 -4.274 -5.689  -0.1948
C -0.033 -4.664 -5.630  -0.1131
O -0.254 -5.697 -6.693  -0.2257
S 1.184 -6.246 -7.369  0.7326
O 1.155 -6.445 -8.822  -0.2329
O 1.732 -7.367 -6.675  -0.2384
O 1.897 -4.808 -6.914  -0.2216
H 1.972 -4.823 -4.906  0.1169
H 1.792 -3.253 -5.526  0.1327
H -0.734 -3.830 -5.676  0.1261
H -0.175 -5.257 -4.726  0.1184
C 0.684 2.326 -7.465  -0.2425
C 2.027 1.576 -7.678  -0.1930
O 1.790 0.488 -8.513  -0.2132
S 0.398 0.680 -9.466  0.8367
O -0.437 -0.487 -9.257  -0.2415
O 0.846 0.996 -10.886  -0.2686
O -0.088 2.003 -8.507  -0.1992
H 0.795 3.402 -7.328  0.1359
H 0.114 1.950 -6.616  0.1265
H 2.493 1.251 -6.748  0.1301
H 2.741 2.154 -8.265  0.1288
C 8.044 4.409 7.338  -0.1904
C 6.880 5.036 6.578  -0.2018
O 7.196 6.383 6.551  -0.2099
S 8.422 6.855 7.568  0.7475
O 7.877 7.895 8.484  -0.2498
O 9.709 7.045 6.917  -0.2342
O 8.418 5.398 8.266  -0.1964
H 8.875 4.091 6.708  0.1336
H 7.670 3.530 7.863  0.1336
H 5.962 5.071 7.163  0.1338
H 6.772 4.589 5.590  0.1340
C -4.844 -7.233 2.090  -0.2358
C -5.912 -6.292 1.682  -0.2915
O -6.141 -5.443 2.694  -0.1477
S -5.883 -6.314 4.126  0.7763
O -7.123 -6.842 4.706  -0.2433
O -5.168 -5.487 5.094  -0.2717
O -4.883 -7.466 3.446  -0.1566
H -3.892 -6.728 1.928  0.1381
H -5.036 -8.140 1.516  0.1473
H -6.816 -6.809 1.359  0.1396
H -5.582 -5.719 0.815  0.1455



# 3
Below is CHF3NO3PmS2 as an isolated structure, with properties calculated with ωB97M-V/def2-TZVPD.

**Frontier orbital gap (spin up / spin down)**: 5.9188 / 6.3926 eV
**Energy above the lowest of the compared OMol25 structures with the same formula, charge and spin**: 90.6 kJ/mol
**<S²>**: 6.4742
**E_HOMO (spin up / spin down)**: -7.16 / -7.70 eV
**Multiplicity**: 5
**Net charge**: 0

Last column: Löwdin spin population.
Atoms and positions in Å:
Pm -0.277 -1.211 -0.107  4.5830
N -2.959 -0.554 -0.180  -0.1576
S -2.473 0.872 0.536  -0.0149
O -3.002 0.782 1.962  -0.0055
O -0.889 0.701 0.648  -0.0376
S -2.591 -1.177 -1.696  -0.2474
O -1.818 -2.589 -1.434  -0.1214
C 2.776 0.702 0.003  0.0004
F 2.156 -0.480 0.403  0.0007
F 3.887 0.319 -0.597  0.0001
F 3.074 1.347 1.116  0.0000
H 2.115 1.289 -0.655  0.0003



# 4
Below is a 2-piece molecular cluster, C6H14Si overall, with properties calculated with ωB97M-V/def2-TZVPD.

**Frontier orbital gap**: 7.7058 eV
**Energy above the lowest of the compared OMol25 structures with the same formula, charge and spin**: 337.6 kJ/mol
**E_HOMO**: -8.08 eV
**Net charge**: 0

Last column: natural (NBO) charge in e.
Atoms and positions in Å:
C -1.118 -1.572 -0.294  -0.4008
C -1.778 -0.683 0.393  -0.1773
C -2.591 1.680 1.197  -0.6233
C 2.312 -1.867 -0.576  -1.1862
C 2.989 1.141 -0.540  -1.1617
C -2.122 0.760 0.033  -0.4559
Si 3.572 -0.612 0.294  0.9672
H -0.766 -2.504 0.158  0.2027
H -0.893 -1.476 -1.330  0.1892
H -1.989 -0.949 1.489  0.1915
H -2.861 2.749 0.875  0.2182
H -2.024 1.782 2.137  0.2160
H -3.609 1.346 1.584  0.2050
H 2.787 -2.258 -1.431  0.2339
H 1.874 -2.754 0.056  0.2355
H 1.462 -1.314 -0.944  0.2273
H 3.073 1.265 -1.619  0.2368
H 2.064 1.401 -0.077  0.2295
H 3.807 1.861 -0.084  0.2187
H -1.234 1.286 -0.546  0.2133
H -2.957 0.718 -0.773  0.2205



# 5
Below is CH7N2 as an isolated structure, with properties calculated with ωB97M-V/def2-TZVPD.

**Frontier orbital gap**: 12.1395 eV
**Energy above the lowest of the compared OMol25 structures with the same formula, charge and spin**: 99.9 kJ/mol
**E_HOMO**: -16.26 eV
**Net charge**: +1

Last column: natural (NBO) charge in e.
Atoms and positions in Å:
C -1.808 -0.634 0.653  0.0959
N 1.289 0.397 -0.835  -0.9971
N -0.597 -0.264 0.875  -0.6290
H -2.677 -0.770 1.191  0.2217
H -1.939 -0.539 -0.454  0.1764
H 0.708 0.013 -1.557  0.4253
H 2.237 -0.011 -0.859  0.4312
H 1.551 1.473 -0.781  0.4509
H 0.491 0.066 0.116  0.4415
H -0.315 -0.249 1.826  0.3832



# 6
Below is a 6-piece molecular cluster, C26H25Cl15F9N2O10S overall, with properties calculated with ωB97M-V/def2-TZVPD.

**Frontier orbital gap**: 6.4889 eV
**E_HOMO**: -11.92 eV
**Net charge**: +1

Last column: Löwdin charge in e.
Atoms and positions in Å:
C -5.418 -2.926 0.210  -0.0960
N -4.841 -1.987 -0.795  -0.1943
C -5.297 -2.293 -2.194  -0.0634
C -5.109 -0.572 -0.455  -0.3649
O -6.241 -0.245 0.027  0.0619
C -4.003 0.606 -0.631  -0.0313
C -2.689 0.104 0.180  -0.0219
C -2.980 -0.563 1.560  0.1203
C -1.773 -1.083 2.423  0.0271
C -1.919 -1.744 3.868  -0.3559
O -1.401 -1.144 4.831  0.1447
O -2.647 -2.957 4.145  -0.1292
S -1.510 -4.206 4.313  0.8931
O -0.087 -3.709 4.119  -0.2829
O -1.637 -4.914 5.638  -0.2345
C -1.853 -5.387 2.876  -0.3898
F -2.451 -6.560 3.389  0.1070
F -0.641 -5.640 2.184  0.0807
F -2.727 -4.723 1.950  0.0514
C -0.355 -0.938 1.812  0.0946
C -0.184 -0.247 0.407  -0.0210
C 1.338 -0.158 -0.123  -0.1288
C 1.978 -1.640 -0.368  -0.1757
C 1.771 -2.185 -1.864  -0.1414
C 0.280 -2.718 -2.175  -0.1920
O 0.155 -4.170 -2.187  -0.0702
C -0.747 -4.538 -1.140  -0.2285
O -1.972 -4.260 -1.108  0.0266
N -1.328 0.270 -0.355  0.0953
C -1.127 0.938 -1.660  -0.1742
O -0.877 0.188 -2.644  0.1802
C -1.202 2.516 -1.932  -0.1774
F -2.533 2.921 -2.308  0.0626
F -0.415 2.749 -3.115  0.0892
C -0.558 3.430 -0.784  -0.1677
F -0.058 4.608 -1.445  0.0907
F 0.618 2.809 -0.224  0.0785
C -1.581 3.953 0.336  -0.1826
F -2.056 5.233 -0.125  0.0767
F -2.731 3.136 0.530  0.0744
C -0.933 4.211 1.783  -0.2577
O -0.313 3.368 2.460  0.0688
O -1.122 5.515 2.381  0.0651
H -5.128 -4.007 -0.018  0.1034
H -6.565 -2.895 0.287  0.1064
H -4.987 -2.675 1.257  0.0837
H -4.350 -2.595 -2.786  0.0976
H -6.069 -3.133 -2.264  0.1084
H -5.687 -1.338 -2.712  0.0948
H -3.801 0.680 -1.754  0.0824
H -4.471 1.544 -0.171  0.1384
H -4.026 -0.693 1.995  0.1359
H 0.531 -1.321 2.423  0.1192
H 1.468 0.538 -1.018  0.1200
H 1.964 0.290 0.743  0.0835
H 1.606 -2.389 0.435  0.1261
H 3.119 -1.561 -0.195  0.0792
H 2.486 -3.065 -2.034  0.1304
H 2.031 -1.339 -2.598  0.1249
H -0.018 -2.292 -3.207  0.1347
H -0.461 -2.245 -1.429  0.1041
H -0.324 -5.177 -0.281  0.1517
H -1.942 5.376 2.930  0.1474
C 1.859 0.309 5.224  -1.5148
Cl 2.633 1.260 6.500  0.5550
Cl 1.178 1.371 3.981  0.5467
Cl 3.013 -0.830 4.512  0.4913
H 1.044 -0.261 5.668  0.0046
C 5.353 1.531 1.997  -1.4832
Cl 4.652 0.349 0.878  0.5631
Cl 4.527 1.474 3.560  0.5043
Cl 7.085 1.242 2.197  0.5322
H 5.219 2.525 1.574  0.0242
C 9.845 2.075 -0.482  -1.5393
Cl 9.074 3.346 0.478  0.5042
Cl 10.407 0.761 0.562  0.5224
Cl 8.729 1.460 -1.709  0.4760
H 10.708 2.504 -0.988  -0.0133
C -5.590 3.429 -4.551  -1.5348
Cl -5.721 2.924 -6.240  0.5413
Cl -6.965 4.443 -4.095  0.5422
Cl -5.480 2.016 -3.487  0.5318
H -4.679 4.014 -4.437  0.0133
C 9.423 3.433 -5.011  -1.5157
Cl 7.906 2.559 -4.749  0.4981
Cl 9.145 5.180 -4.981  0.5292
Cl 10.631 2.975 -3.800  0.5225
H 9.805 3.164 -5.994  0.0185



# 7
Below is an isolated molecule of C4H8N2O, with properties calculated with ωB97M-V/def2-TZVPD.

**Frontier orbital gap**: 10.3757 eV
**Energy above the lowest of the compared OMol25 structures with the same formula, charge and spin**: 475.4 kJ/mol
**E_HOMO**: -9.82 eV
**Net charge**: 0
**SMILES**: C=N/N=C\CCO

Last column: natural (NBO) charge in e.
Atoms and positions in Å:
C -1.839 -0.362 -0.196  -0.0547
C -1.231 0.596 0.686  -0.5246
C -0.224 1.387 -0.137  0.1373
C 2.405 -0.527 0.278  -0.0236
H -0.074 -1.215 -0.179  0.4714
H -2.692 -0.698 0.423  0.1784
H -2.265 0.186 -1.188  0.1537
H -1.986 1.403 1.021  0.2203
H -0.921 -0.156 1.450  0.2560
H -0.523 2.307 -0.460  0.1846
H 3.215 0.264 -0.155  0.1913
H 2.642 -1.511 0.652  0.1909
N 1.002 1.046 -0.421  -0.2907
N 1.219 -0.379 -0.019  -0.3426
O -0.951 -1.477 -0.284  -0.7477



Number 1: strongest force on any atom 1.30 eV/A. Number 2: strongest force on any atom 5.97 eV/A. Number 3: strongest force on any atom 3.35 eV/A. Number 4: strongest force on any atom 3.97 eV/A. Number 5: strongest force on any atom 6.15 eV/A. Number 6: strongest force on any atom 7.34 eV/A. Number 7: strongest force on any atom 5.44 eV/A.